Density functional theory data (ωB97M-V/def2-TZVPD) for C3H9N3 in the gas phase in a non-equilibrium geometry.

```
15
Properties=species:S:1:pos:R:3:forces:R:3:lowdin_charge:R:1
C 0.388707 1.642363 -1.196348 -2.698 -1.309 -0.502 -0.116
C -0.345395 0.359685 -0.799663 -0.313 -1.555 -0.498 -0.228
C 0.238459 -0.341014 0.539184 0.139 2.258 -1.788 -0.270
N -0.377153 -3.396088 1.980048 0.346 -1.694 2.055 0.071
N -0.144289 -2.206883 1.743273 -0.305 1.338 -2.694 -0.212
N -0.310915 -1.623640 0.622631 -1.057 -1.362 -0.061 -0.022
H 1.258105 1.367510 -1.658907 2.669 -0.525 -0.771 0.039
H 0.512661 2.114625 -0.297292 0.846 2.007 1.940 0.036
H -0.115135 2.263126 -1.935116 -0.470 0.002 0.275 0.079
H -1.384123 0.516325 -0.476188 0.077 0.251 -0.591 0.090
H -0.377213 -0.318188 -1.762563 0.101 0.697 2.321 0.133
H 0.041198 0.363023 1.405849 -0.005 -0.676 -0.624 0.127
H 1.305382 -0.472749 0.459450 0.821 0.442 -0.142 0.098
H -0.536741 -3.799329 1.086161 -0.671 -0.690 -1.017 0.041
H 0.248954 -1.635456 2.436672 0.521 0.817 2.097 0.134
```
Positions in Å, forces in eV/Å.

- HOMO level (hartree) = -0.314
- charge = 0
- E (eV) = -7723.837
- relative energy (zero: lowest compared OMol25 entry of this formula, charge and spin) (kcal per mole) = 86.2
- Kohn-Sham gap (eV) = 9.57

=====

Density functional theory data (ωB97M-V/def2-TZVPD) for a 2-piece molecular cluster, C3H9N3 overall in a non-equilibrium geometry.

```
15
Properties=species:S:1:pos:R:3:forces:R:3:lowdin_charge:R:1
H -0.798755 1.297654 0.378202 -0.099 -0.198 -0.043 0.022
N -0.375547 1.225357 1.297196 -0.220 -0.151 0.249 0.060
C -0.324314 2.384767 1.807815 0.334 0.108 -1.084 -0.404
N 0.166557 2.614044 3.072231 -0.238 -0.448 0.388 0.049
H -0.654657 3.241888 1.216070 0.140 0.342 0.423 0.109
H 0.956952 3.234566 3.145490 -0.135 0.267 -0.055 0.081
H 0.356759 1.715294 3.499480 0.221 0.081 0.124 0.084
C 0.849240 -2.775504 -1.313714 0.299 0.920 0.268 -0.038
C -0.315672 -2.258428 -1.715245 -0.034 -0.242 -0.819 -0.306
N -0.448023 -1.120366 -2.498538 0.088 0.193 -0.713 0.017
H 1.745301 -2.291622 -1.684893 0.138 0.314 0.270 0.038
H 1.007845 -3.356447 -0.419854 -0.426 -0.930 -0.474 0.038
H -1.253619 -2.810393 -1.750286 -0.065 0.142 1.215 0.103
H 0.355349 -0.542041 -2.681210 0.213 -0.156 0.297 0.078
H -1.267416 -0.558768 -2.352742 -0.216 -0.241 -0.045 0.071
```
Positions in Å, forces in eV/Å.

- HOMO level (hartree) = -0.295
- charge = 0
- SMILES = [H]/N=C/N.C=CN
- E (eV) = -7725.751
- relative energy (zero: lowest compared OMol25 entry of this formula, charge and spin) (kcal per mole) = 42.0
- Kohn-Sham gap (eV) = 8.88

=====

Density functional theory data (ωB97M-V/def2-TZVPD) for C3H9N3 in the gas phase in a non-equilibrium geometry.

```
15
Properties=species:S:1:pos:R:3:forces:R:3:lowdin_charge:R:1
H 0.840634 0.966000 -2.453091 -1.187 -0.019 -0.226 0.037
N -0.004401 0.378917 -2.604522 0.988 -0.987 0.000 0.053
C -0.353378 -0.137001 -1.472996 -0.844 1.100 -1.535 -0.551
N -1.253835 -1.276978 -1.471417 1.485 0.817 1.760 0.080
N -0.064156 0.591202 -0.316934 -1.130 -2.300 0.278 0.004
C 0.055340 -0.165697 0.929851 0.402 0.620 -0.712 -0.280
C 0.695151 0.669679 2.014443 -0.859 0.644 0.464 -0.095
H -1.078431 -1.926584 -0.638193 -0.617 1.059 -2.255 0.099
H -1.409407 -1.646858 -2.432907 0.629 0.187 1.494 0.098
H 0.434371 1.446375 -0.489423 0.178 -0.159 0.246 0.121
H -0.929427 -0.522244 1.243370 -0.082 0.299 0.134 0.111
H 0.607706 -1.063097 0.676654 0.571 -0.323 0.402 0.103
H 0.851043 0.055845 2.876839 0.184 -0.390 0.629 0.060
H 1.636727 1.183886 1.809933 -0.055 -0.314 -0.508 0.076
H -0.027936 1.446557 2.328390 0.337 -0.232 -0.170 0.085
```
Positions in Å, forces in eV/Å.

- HOMO level (hartree) = -0.312
- charge = 0
- SMILES = [H]/N=C(/N)NCC
- E (eV) = -7726.687
- relative energy (zero: lowest compared OMol25 entry of this formula, charge and spin) (kcal per mole) = 20.5
- Kohn-Sham gap (eV) = 9.34

=====

Density functional theory data (ωB97M-V/def2-TZVPD) for C3H9N3 as an isolated structure.

```
15
Properties=species:S:1:pos:R:3:forces:R:3:lowdin_charge:R:1
C 0.414115 1.320744 1.343159 -0.038 0.036 -0.003 -0.094
N -0.588120 0.007029 -0.787360 0.220 0.144 0.110 -0.135
C 0.294082 -0.872082 0.009360 -0.207 0.066 0.081 -0.424
N -2.013289 -0.045499 -0.693291 0.266 -0.013 0.077 0.027
N 1.053754 -1.882717 -0.625950 0.065 0.014 -0.153 0.015
C 0.875878 0.385834 0.276151 -0.257 -0.068 -0.209 -0.123
H -0.307729 0.219332 -1.737012 -0.007 -0.076 0.102 0.129
H -2.201652 -0.818249 -0.056846 0.025 0.052 -0.031 0.075
H -2.338798 0.801551 -0.234228 0.036 -0.070 0.005 0.065
H 1.424500 -1.667646 -1.552189 -0.071 -0.014 0.107 0.060
H 0.614975 -2.790568 -0.630958 0.025 0.072 0.001 0.052
H 1.817988 0.694798 -0.216276 -0.073 -0.035 0.011 0.124
H 1.112984 1.248458 2.184647 -0.030 -0.017 -0.073 0.084
H 0.413020 2.362321 1.008321 0.009 -0.071 0.011 0.075
H -0.571709 1.036695 1.712472 0.038 -0.019 -0.036 0.071
```
Positions in Å, forces in eV/Å.

- HOMO level (hartree) = -0.262
- charge = 0
- E (eV) = -7722.746
- relative energy (zero: lowest compared OMol25 entry of this formula, charge and spin) (kcal per mole) = 111.3
- Kohn-Sham gap (eV) = 8.21

=====

Density functional theory data (ωB97M-V/def2-TZVPD) for C3H9N3 as an isolated structure in a non-equilibrium geometry.

```
15
Properties=species:S:1:pos:R:3:forces:R:3:lowdin_charge:R:1
C -0.277080 -1.318298 -0.087580 -0.234 0.373 3.145 -0.188
C -0.650370 0.141011 0.389572 3.663 0.139 -1.942 -0.147
C -1.735956 0.792856 -0.403180 1.425 -1.544 1.593 -0.088
N 1.197992 -1.113608 -0.237358 -3.814 -0.582 -4.106 -0.074
N 1.019669 0.295102 -0.529484 -1.646 0.906 2.492 -0.133
N 1.995290 1.100025 0.127671 -2.051 0.232 -1.990 0.000
H -0.655690 -2.047027 0.680152 0.987 0.119 -0.611 0.110
H -0.825618 -1.561867 -0.967610 0.006 0.107 -1.051 0.084
H -0.584787 0.560258 1.467319 0.314 -1.375 -1.619 0.141
H -2.054407 1.556845 0.194441 -1.137 2.658 0.717 0.042
H -2.511526 0.100603 -0.470029 -1.629 -1.209 -0.335 0.062
H -1.376969 1.013547 -1.348746 0.519 0.809 -1.837 0.066
H 1.600521 -1.420494 0.561408 1.945 -0.080 3.545 0.031
H 2.034617 0.807110 1.055913 1.035 -0.456 1.807 0.029
H 2.824311 1.093932 -0.432483 0.616 -0.098 0.192 0.062
```
Positions in Å, forces in eV/Å.

- HOMO level (hartree) = -0.289
- charge = 0
- E (eV) = -7722.290
- relative energy (zero: lowest compared OMol25 entry of this formula, charge and spin) (kcal per mole) = 121.8
- Kohn-Sham gap (eV) = 9.04

=====

Density functional theory data (ωB97M-V/def2-TZVPD) for a 2-piece molecular cluster, C3H9N3 overall in a non-equilibrium geometry.

```
15
Properties=species:S:1:pos:R:3:forces:R:3:lowdin_charge:R:1
C 0.425112 0.950589 0.658759 -1.404 -0.803 -1.436 -0.147
C 0.422375 -0.481347 0.164572 1.647 -0.057 -0.136 -0.323
C 1.891700 -0.812292 -0.366677 -2.922 -0.710 -0.922 -0.026
N -0.395617 1.209605 -0.523106 1.752 1.681 0.828 -0.040
N -0.500640 -0.061864 -0.879531 -1.911 -1.264 -1.167 0.012
N -2.647591 -0.623966 0.175677 0.483 -0.188 0.626 0.052
H -0.054318 1.157752 1.534240 -1.964 0.099 2.540 0.081
H 1.331988 1.378284 0.824679 2.907 1.645 -0.625 0.076
H -0.105624 -1.083487 0.920748 0.745 -0.703 -0.674 0.126
H 2.182399 -0.351033 -1.300020 -0.350 1.168 0.090 0.080
H 2.133561 -1.802231 -0.632044 -0.479 -1.826 0.057 0.046
H 2.512926 -0.605494 0.412370 2.058 0.994 2.009 0.030
H -1.139116 1.882890 -0.505321 -0.469 -0.097 -0.525 0.118
H -2.961099 -1.048977 -0.685659 -0.100 -0.117 -0.435 -0.043
H -3.096062 0.291576 0.201319 0.009 0.178 -0.231 -0.041
```
Positions in Å, forces in eV/Å.

- HOMO level (alpha / beta) (hartree) = -0.266 / -0.341
- charge = 0
- E (eV) = -7721.505
- relative energy (zero: lowest compared OMol25 entry of this formula, charge and spin) (kcal per mole) = 139.9
- Kohn-Sham gap (alpha / beta) (eV) = 7.47 / 10.24

=====

Density functional theory data (ωB97M-V/def2-TZVPD) for a 2-piece molecular cluster, C3H9N3 overall in a non-equilibrium geometry.

```
15
Properties=species:S:1:pos:R:3:forces:R:3:lowdin_charge:R:1
C 0.958187 0.509306 1.332482 0.926 0.031 -1.083 0.079
C 1.476831 0.177696 0.291278 -0.086 0.603 1.287 -0.207
C 2.272994 -0.095989 -0.892033 -0.317 -0.437 -0.428 -0.107
H 0.676046 1.006608 2.223091 -0.346 -0.105 0.285 0.045
H 3.075265 0.632455 -0.982802 0.016 0.048 0.009 0.083
H 2.709487 -1.094847 -0.830871 0.022 0.063 -0.065 0.084
H 1.646138 -0.049573 -1.789944 0.203 -0.005 0.064 0.082
N -1.320081 -1.004583 -0.471829 0.914 -0.440 -0.316 -0.035
N -1.823920 -0.331020 0.664805 1.449 0.284 1.239 -0.249
N -2.178359 0.999287 0.353203 -0.200 0.421 0.008 -0.049
H -1.564294 -1.988602 -0.380792 0.092 0.210 -0.035 0.064
H -0.274479 -0.935309 -0.500404 -1.144 -0.110 0.050 0.032
H -1.019312 -0.233599 1.364530 -1.638 -0.267 -1.182 0.062
H -1.527137 1.416933 -0.318540 -0.187 -0.250 0.144 0.057
H -3.107367 0.991236 -0.062173 0.296 -0.048 0.024 0.059
```
Positions in Å, forces in eV/Å.

- HOMO level (hartree) = -0.342
- charge = 0
- SMILES = C#CC.NNN
- E (eV) = -7723.382
- relative energy (zero: lowest compared OMol25 entry of this formula, charge and spin) (kcal per mole) = 96.7
- Kohn-Sham gap (eV) = 10.17